1.
A molecular structure, C4H4N2O2, computed with ωB97M-V with the def2-TZVPD basis set.

Values from the calculation:
- energy above the lowest of the compared OMol25 structures with the same formula, charge and spin (kcal/mol) = 128.0
- HOMO (Ha) = -0.3692
- frontier orbital gap (eV) = 10.59
- 2S+1 = 1

The geometry in XYZ format:
```
12
C4H4N2O2 (ωB97M-V with the def2-TZVPD basis set)
C 1.5963 -0.4915 -0.0504
C -0.1455 0.5263 0.2531
C -1.5822 0.5416 -0.0815
C 0.1079 -0.8786 -0.3289
H 1.6817 1.5663 0.3678
H -0.1789 0.3904 1.4627
H -2.2317 1.3809 -0.3266
H -0.0135 -0.8051 -1.4047
N 1.1905 0.8658 -0.1872
N -2.0433 -0.6240 0.0069
O 2.7110 -0.9263 0.1055
O -1.0923 -1.5458 0.1834
```

---

2.
2 unconnected molecules or ions with the total composition C19H20O7P2, computed with ωB97M-V with the def2-TZVPD basis set.

Values from the calculation:
- HOMO (Ha) = -0.3168
- frontier orbital gap (eV) = 6.20
- SMILES = CP(O)c1cccc2c1C(=O)c1ccc(P(=O)(O)O)cc1C2=O.C1CCOC1
- 2S+1 = 1

The geometry in XYZ format:
```
48
C19H20O7P2 (ωB97M-V with the def2-TZVPD basis set)
C -3.1887 -5.7292 -2.9725
P -1.8358 -4.7067 -2.0128
O -0.6906 -4.2800 -3.2811
C -2.7451 -3.1762 -1.3219
C -4.4158 -3.1657 -1.3376
C -5.2797 -1.8776 -0.7149
C -4.4817 -0.5756 -0.1213
C -2.8134 -0.6035 -0.1134
C -1.9280 -1.8998 -0.6878
C -0.3000 -1.7697 -0.5534
O 0.6173 -2.4877 -1.2061
C 0.3005 -0.6671 0.5491
C 1.8458 -0.8312 1.1382
C 2.4504 0.2369 2.2745
C 1.4997 1.5087 2.7967
P 2.3259 2.7130 4.0702
O 3.1520 3.7609 3.1652
O 1.1142 3.6545 4.9562
O 3.4730 1.9310 5.1260
C -0.0555 1.7028 2.2374
C -0.5814 0.6039 1.1078
C -2.1063 0.7679 0.5155
O -2.8000 1.9341 0.5571
H -2.6826 -6.5210 -3.6991
H -3.7314 -4.9444 -3.6895
H -3.9926 -6.1982 -2.2617
H 0.1874 -4.6642 -2.9267
H -5.0648 -4.0372 -1.7755
H -6.4710 -1.9239 -0.7140
H -5.1146 0.3334 0.3180
H 2.5039 -1.7343 0.7224
H 3.5458 0.1299 2.7292
H 0.4063 3.0214 5.3326
H 3.2470 0.9657 5.2888
H -0.7339 2.5746 2.6281
C 2.1465 3.5042 -0.6617
C 1.7761 2.1535 -1.2176
C 2.8291 1.9507 -2.2852
O 4.0066 2.6411 -1.8448
C 3.6577 3.4701 -0.7275
H 1.7677 3.6829 0.3478
H 1.7615 4.2939 -1.3178
H 1.8824 1.3898 -0.4381
H 0.7568 2.1032 -1.6087
H 2.5193 2.3926 -3.2381
H 3.0615 0.8945 -2.4495
H 4.0836 3.0138 0.1727
H 4.0950 4.4642 -0.8551
```

---

3.
A molecular structure, C28H81BN7O7Pt, computed with ωB97M-V with the def2-TZVPD basis set.

Values from the calculation:
- net charge = +2
- HOMO (spin up / spin down) (Ha) = -0.4676 / -0.4675
- frontier orbital gap (spin up / spin down) (eV) = 6.83 / 2.99
- 2S+1 = 4

The geometry in XYZ format:
```
125
C28H81BN7O7Pt (ωB97M-V with the def2-TZVPD basis set)
Pt 2.2177 0.6996 -0.0189
B -0.0024 0.1320 0.5765
H 0.4945 0.8399 1.2216
H -0.4592 0.6689 -0.2404
H 0.6843 -0.6161 0.2118
H -0.7689 -0.3761 1.1410
C 2.1514 -3.1933 0.8133
C 2.6160 -2.7643 -0.6113
C 1.4356 -2.8768 -1.5649
O 1.8871 -2.5711 -2.8766
C 1.1460 -3.1916 -3.9340
N 3.1888 -1.4593 -0.4227
H 1.2902 -2.6336 1.1783
H 2.8932 -3.1078 1.6074
H 1.7714 -4.2102 0.9106
H 3.5021 -3.3616 -0.8267
H 0.6533 -2.2100 -1.2023
H 0.9326 -3.8436 -1.5424
H 1.2610 -4.2755 -3.9261
H 1.4931 -2.8589 -4.9122
H 0.0812 -2.9779 -3.8406
H 3.8203 -1.5734 0.3572
H 3.8347 -1.3144 -1.1855
C 2.5807 0.2788 -4.2842
C 1.8538 1.1718 -3.3231
C 0.5807 1.7242 -3.9882
O -0.2356 2.3934 -2.9928
C -1.3029 3.0839 -3.5978
N 1.4993 0.3430 -2.2039
H 1.9580 -0.4440 -4.8114
H 3.3429 -0.3291 -3.7966
H 3.0674 0.8847 -5.0485
H 2.4747 1.9921 -2.9629
H -0.0352 1.0451 -4.5777
H 0.9168 2.4950 -4.6817
H -1.8964 2.4459 -4.2527
H -0.8130 3.8686 -4.1743
H -1.9791 3.5639 -2.8904
H 0.5287 0.5394 -2.0054
H 1.4281 -0.6029 -2.5508
C 2.2676 4.2160 1.3605
C 1.0258 3.6866 0.6373
C 0.2000 4.8794 0.1433
O -0.9813 4.3469 -0.4329
C -1.9327 5.3151 -0.9045
N 1.3795 2.8055 -0.4333
H 2.9628 3.4604 1.7264
H 2.1169 4.8211 2.2545
H 2.8755 4.8109 0.6788
H 0.4554 3.0842 1.3443
H 0.7627 5.5137 -0.5416
H -0.0943 5.5085 0.9833
H -2.7392 4.7996 -1.4262
H -1.5774 6.0456 -1.6312
H -2.3529 5.8145 -0.0315
H 2.0016 3.2688 -1.0802
H 0.5101 2.8113 -0.9473
C -3.0321 -2.9141 -6.0456
C -4.0735 -2.6314 -5.0153
C -3.6418 -1.3646 -4.1746
O -2.4883 -1.6782 -3.4158
C -2.3325 -0.9882 -2.1782
N -5.3429 -2.5394 -5.7265
H -2.1241 -3.2631 -5.5537
H -2.7320 -2.1136 -6.7218
H -3.2970 -3.7197 -6.7303
H -4.1427 -3.5147 -4.3804
H -4.5082 -1.0760 -3.5795
H -3.3246 -0.5034 -4.7627
H -2.9824 -1.3342 -1.3744
H -2.5512 0.0562 -2.4009
H -1.2997 -1.2080 -1.9081
H -5.3722 -1.6417 -6.1884
H -6.1647 -2.4973 -5.1408
C -1.7309 -0.9469 4.7653
C -0.2110 -0.5219 4.6570
C 0.6845 -1.6996 4.4707
O 0.4822 -2.6425 5.4935
C 1.3942 -3.7284 5.2920
N -0.0104 0.4706 3.6375
H -2.3020 -0.0323 4.6058
H -1.9528 -1.4461 5.7086
H -2.0002 -1.6826 4.0076
H 0.1386 -0.0669 5.5838
H 1.7448 -1.4515 4.4234
H 0.3579 -2.1251 3.5219
H 1.4636 -4.3780 6.1645
H 2.4048 -3.3976 5.0528
H 1.1198 -4.4111 4.4878
H -0.4468 0.1754 2.7758
H -0.6410 1.1859 3.9702
C -3.9704 2.1970 -0.0690
C -3.5258 1.7104 1.3056
C -3.7192 0.2359 1.5368
O -5.1115 -0.1882 1.2422
C -5.1537 -1.6260 1.2296
N -2.1863 2.1791 1.4897
H -3.4545 1.7042 -0.8931
H -3.8472 3.2774 -0.1453
H -5.0432 2.1072 -0.2394
H -4.1200 2.2168 2.0663
H -3.4079 0.0311 2.5611
H -3.0218 -0.2947 0.8885
H -6.1831 -1.8905 1.4716
H -4.4926 -2.1407 1.9268
H -4.9348 -2.0011 0.2298
H -1.4974 1.5167 1.1629
H -1.9615 2.8976 0.8164
C 3.0596 1.3311 4.2668
C 3.6346 0.7299 2.9437
C 4.7423 -0.3295 3.1140
O 4.1788 -1.4434 3.7336
C 5.2115 -2.4643 3.9345
N 2.5267 0.1619 2.2552
H 2.4316 2.1885 4.0247
H 3.9129 1.7030 4.8339
H 2.4991 0.6231 4.8773
H 3.9909 1.5370 2.3036
H 5.5865 0.0822 3.6671
H 5.1900 -0.6074 2.1599
H 4.7855 -3.4587 4.0678
H 5.7231 -2.2755 4.8783
H 5.8816 -2.4903 3.0752
H 2.5146 -0.6949 2.7898
H 1.7029 0.5376 2.7028
```

---

These records have largest force on an atom values of 0.0637 0.1673 0.1019 hartree/bohr, in the order they appear.